Entry 1:
Molecular formula: C45H94N
Method: DFT, ωB97M-V/def2-TZVPD

Its HOMO-LUMO gap is 3.60 eV. For the total energy, the calculation gives -49672.5654 eV. Its HOMO energy is -0.055 Eh. Its total charge is -1.

Each line ends with the Mulliken charge.
CARTESIAN COORDINATES (ANGSTROEM)
C 4.164 3.650 2.914  -1.179
C 4.627 2.114 2.787  0.563
C 6.245 2.110 3.051  -1.178
C 4.212 1.389 1.405  -0.728
C 3.090 2.194 0.537  -0.401
C 3.818 2.545 -0.857  0.292
C 3.177 3.779 -1.670  -0.871
C 2.708 5.020 -0.758  0.030
C 1.163 5.322 -1.115  -0.750
C 0.363 6.123 0.024  -0.815
C -0.426 5.115 1.031  -0.096
C -1.098 6.050 2.187  -0.800
C -2.492 5.452 2.714  -0.636
C -3.621 5.322 1.565  -0.017
C -5.105 5.334 2.211  -0.683
C -5.774 3.855 2.132  0.175
C -6.310 3.460 0.668  -0.683
N -5.902 2.034 0.412  0.254
C -6.817 0.930 0.113  -0.394
C -5.961 -0.378 -0.048  -0.491
C -4.446 -0.031 0.167  -0.390
C -4.552 1.489 0.424  -0.203
H 4.884 4.142 3.684  0.407
H 3.120 3.724 3.380  0.305
H 4.286 4.258 1.950  0.130
H 4.161 1.505 3.641  0.260
H 6.478 1.730 4.121  0.220
H 6.805 1.453 2.297  0.350
H 6.681 3.176 2.926  0.285
H 5.194 1.240 0.800  0.062
H 3.847 0.312 1.647  0.266
H 2.244 1.417 0.396  0.029
H 4.958 2.706 -0.770  0.365
H 3.695 1.607 -1.538  -0.769
H 2.304 3.488 -2.366  0.372
H 4.003 4.185 -2.375  0.269
H 2.921 4.907 0.358  -0.167
H 3.300 5.961 -1.100  0.350
H 1.178 6.004 -2.052  0.249
H 0.568 4.372 -1.379  0.377
H 1.092 6.757 0.643  0.247
H -0.455 6.825 -0.409  0.377
H -1.210 4.479 0.497  0.071
H 0.376 4.419 1.495  0.183
H -0.312 6.088 3.034  0.320
H -1.259 7.085 1.726  0.332
H -2.899 6.212 3.491  0.354
H -2.343 4.436 3.227  0.200
H -3.527 6.258 0.906  0.280
H -3.417 4.416 0.891  -0.039
H -5.794 6.135 1.778  0.321
H -4.948 5.530 3.343  0.229
H -4.988 3.138 2.564  0.339
H -6.679 3.819 2.848  -0.306
H -7.468 3.484 0.690  0.335
H -5.964 4.163 -0.172  0.208
H -7.951 0.976 -0.002  0.272
H -6.305 -1.436 -0.287  0.298
H -3.506 -0.669 0.161  0.389
H -3.757 2.274 0.655  0.231
C 2.936 -1.666 -6.945  -1.515
C 3.960 -2.319 -6.027  -0.072
C 3.332 -3.011 -4.816  -0.260
C 2.570 -2.089 -3.859  -0.513
C 3.386 -0.934 -3.275  -0.266
C 4.559 -1.395 -2.422  -1.064
H 2.385 -0.872 -6.436  0.336
H 3.435 -1.220 -7.809  0.437
H 2.218 -2.404 -7.315  0.294
H 4.694 -1.574 -5.706  0.327
H 4.516 -3.067 -6.602  0.118
H 4.120 -3.536 -4.265  -0.192
H 2.644 -3.788 -5.168  0.479
H 2.177 -2.698 -3.035  -0.068
H 1.694 -1.677 -4.370  0.428
H 2.724 -0.321 -2.654  0.345
H 3.748 -0.279 -4.075  0.289
H 4.214 -2.016 -1.590  0.199
H 5.083 -0.531 -2.005  0.404
H 5.282 -1.971 -3.007  0.254
C 0.843 -3.791 -0.123  -1.244
C -0.405 -3.964 -0.976  -0.240
C -1.705 -3.750 -0.199  -0.592
C -1.951 -4.735 0.948  -0.935
C -1.968 -6.212 0.549  -0.359
C -3.084 -6.559 -0.427  -1.195
H 0.887 -4.528 0.683  0.383
H 1.739 -3.920 -0.736  0.344
H 0.878 -2.792 0.320  0.299
H -0.397 -4.953 -1.446  0.250
H -0.369 -3.237 -1.796  0.298
H -2.545 -3.792 -0.901  0.379
H -1.709 -2.734 0.213  0.269
H -2.910 -4.483 1.419  0.426
H -1.191 -4.590 1.723  0.328
H -2.098 -6.814 1.455  0.371
H -1.003 -6.504 0.123  0.253
H -4.062 -6.316 -0.003  0.289
H -3.069 -7.630 -0.650  0.376
H -2.974 -6.023 -1.373  0.286
C 6.898 -4.468 -6.086  -1.124
C 6.129 -5.780 -6.023  -0.403
C 6.083 -6.388 -4.620  -0.445
C 7.443 -6.774 -4.031  -0.799
C 8.259 -7.764 -4.864  -0.378
C 7.578 -9.115 -5.031  -1.191
H 7.949 -4.603 -5.816  0.410
H 6.868 -4.063 -7.101  0.359
H 6.460 -3.727 -5.413  0.093
H 6.554 -6.492 -6.737  0.411
H 5.100 -5.595 -6.353  0.332
H 5.431 -7.268 -4.640  0.368
H 5.603 -5.675 -3.940  0.143
H 7.277 -7.200 -3.033  0.397
H 8.042 -5.871 -3.873  0.304
H 9.224 -7.919 -4.370  0.375
H 8.484 -7.340 -5.848  0.232
H 7.384 -9.577 -4.059  0.289
H 8.219 -9.791 -5.604  0.379
H 6.630 -9.026 -5.567  0.286
C -5.845 3.340 6.721  -1.130
C -6.842 2.404 6.051  -0.463
C -8.132 3.102 5.619  -0.271
C -8.961 3.707 6.757  -0.909
C -9.391 2.724 7.847  -0.439
C -10.297 1.614 7.334  -1.177
H -6.246 3.762 7.645  0.315
H -4.931 2.797 6.975  0.386
H -5.575 4.163 6.054  0.191
H -7.063 1.564 6.717  0.334
H -6.369 1.971 5.162  0.354
H -8.747 2.389 5.061  0.374
H -7.883 3.902 4.912  0.127
H -9.856 4.169 6.322  0.407
H -8.400 4.524 7.222  0.354
H -9.926 3.280 8.624  0.363
H -8.513 2.286 8.334  0.247
H -11.203 2.028 6.882  0.287
H -10.599 0.963 8.159  0.376
H -9.794 0.992 6.591  0.286



Entry 2:
Molecular formula: C45H95N6O10V
Method: DFT, ωB97M-V/def2-TZVPD

Its HOMO-LUMO gap is 3.05 eV. For the total energy, the calculation gives -103289.8027 eV. Its HOMO energy is -0.276 Eh. Its total charge is 0.

Each line ends with the Mulliken charge.
CARTESIAN COORDINATES (ANGSTROEM)
O -3.387 2.834 4.561  -0.512
V -2.699 1.596 5.269  1.749
O -1.424 2.079 6.063  -0.518
N -1.316 -0.351 1.408  0.997
O -0.401 -0.361 0.579  -0.527
O -1.286 0.329 2.434  -0.568
O -2.329 -0.964 1.140  -0.618
C 1.239 6.292 4.878  -1.960
C 2.387 5.820 4.075  1.493
C 2.123 4.290 3.889  -1.270
C 3.060 3.571 2.935  -0.635
C 2.900 4.156 1.556  -1.415
C 3.020 5.702 1.469  2.181
N 2.312 6.294 2.667  0.329
O 1.950 7.632 2.492  -0.481
C 4.392 6.202 1.359  -1.805
C 2.164 6.051 0.236  -2.473
C 3.697 6.173 4.804  -1.730
H 0.314 6.200 4.310  0.402
H 1.319 7.368 5.033  0.415
H 1.136 5.772 5.830  0.391
H 2.085 3.776 4.850  0.485
H 1.151 4.169 3.409  0.453
H 2.741 2.552 2.716  0.394
H 4.076 3.515 3.327  0.338
H 1.947 3.775 1.188  0.518
H 3.641 3.657 0.932  0.335
H 5.014 5.424 1.801  0.347
H 4.611 6.539 0.346  0.440
H 4.500 7.118 1.941  0.288
H 1.082 5.979 0.342  0.449
H 2.342 7.091 -0.036  0.606
H 2.384 5.490 -0.672  0.425
H 4.566 5.736 4.314  0.315
H 3.592 5.836 5.836  0.428
H 3.843 7.253 4.788  0.384
H 1.263 7.529 1.829  0.349
C 4.460 -7.928 4.354  -1.734
C 3.504 -7.163 5.392  1.152
C 4.297 -6.283 6.349  -1.085
C 3.540 -5.245 7.231  -0.744
C 2.637 -4.416 6.302  -1.308
C 1.722 -5.252 5.367  1.617
N 2.502 -6.297 4.624  0.399
O 1.742 -7.021 3.658  -0.332
C 0.514 -5.877 6.129  -1.516
C 1.229 -4.220 4.241  -1.978
C 2.777 -8.325 6.243  -1.530
H 5.096 -8.529 5.004  0.408
H 5.102 -7.300 3.737  0.328
H 3.884 -8.624 3.745  0.391
H 4.780 -6.960 7.053  0.385
H 5.047 -5.728 5.785  0.397
H 4.121 -4.533 7.818  0.408
H 2.874 -5.755 7.927  0.296
H 3.313 -3.835 5.675  0.425
H 2.121 -3.747 6.991  0.391
H -0.435 -5.391 5.901  0.477
H 0.378 -6.885 5.739  0.234
H 0.648 -5.854 7.210  0.319
H 0.932 -3.235 4.601  0.369
H 2.012 -4.029 3.507  0.386
H 0.397 -4.729 3.754  0.427
H 2.263 -7.820 7.061  0.384
H 3.535 -8.988 6.660  0.447
H 2.042 -8.925 5.708  0.300
H 1.076 -7.511 4.147  0.293
C -4.552 4.152 -0.581  -1.593
C -6.069 3.839 -0.387  1.903
C -6.656 4.758 0.651  -1.538
C -6.833 6.248 0.152  -0.714
C -7.635 6.296 -1.113  -1.036
C -7.160 5.308 -2.271  1.295
N -6.806 3.999 -1.680  0.423
O -6.588 3.002 -2.539  -0.396
C -8.419 5.099 -3.193  -1.830
C -5.962 5.915 -3.053  -1.726
C -6.269 2.484 0.187  -2.244
H -4.009 3.210 -0.510  0.492
H -4.049 4.701 0.215  0.232
H -4.333 4.681 -1.509  0.219
H -7.569 4.323 1.059  0.468
H -6.072 4.703 1.569  0.481
H -5.886 6.733 -0.084  0.325
H -7.424 6.895 0.800  0.397
H -7.629 7.356 -1.368  0.366
H -8.661 6.015 -0.876  0.385
H -9.245 4.625 -2.663  0.448
H -8.895 5.979 -3.626  0.375
H -8.253 4.433 -4.040  0.391
H -5.265 6.270 -2.294  0.419
H -5.515 5.160 -3.700  0.230
H -6.312 6.790 -3.600  0.485
H -7.320 2.243 0.346  0.499
H -5.725 2.358 1.123  0.400
H -5.841 1.746 -0.492  0.508
H -7.372 2.482 -2.350  0.336
C 4.844 -4.835 0.144  -1.734
C 4.035 -4.481 -1.130  1.707
C 4.974 -4.444 -2.411  -1.171
C 5.235 -5.833 -2.923  -0.608
C 3.883 -6.522 -3.223  -1.424
C 2.986 -6.679 -1.983  1.688
N 2.795 -5.266 -1.475  0.000
O 1.869 -5.216 -0.435  -0.377
C 1.774 -7.356 -2.581  -1.887
C 3.485 -7.721 -0.924  -1.528
C 3.595 -3.000 -0.933  -1.983
H 4.218 -5.174 0.970  0.336
H 5.355 -4.004 0.629  0.422
H 5.538 -5.658 -0.024  0.346
H 4.490 -3.922 -3.237  0.422
H 5.933 -3.987 -2.166  0.386
H 5.837 -6.506 -2.312  0.275
H 5.656 -5.750 -3.925  0.393
H 4.244 -7.516 -3.486  0.360
H 3.393 -6.064 -4.082  0.423
H 1.993 -8.383 -2.872  0.386
H 1.008 -7.236 -1.814  0.422
H 1.386 -6.986 -3.530  0.419
H 3.909 -8.585 -1.435  0.383
H 4.172 -7.228 -0.237  0.318
H 2.635 -7.914 -0.270  0.426
H 3.047 -2.903 0.004  0.395
H 2.973 -2.607 -1.737  0.460
H 4.472 -2.374 -0.763  0.406
H 2.364 -5.630 0.276  0.338
C -0.109 1.901 -4.305  -1.819
C -1.139 1.932 -5.523  1.643
C -0.218 1.872 -6.730  -1.258
C -0.989 1.686 -7.985  -0.614
C -1.940 0.472 -7.795  -1.398
C -2.912 0.526 -6.617  1.660
N -2.107 0.809 -5.411  -0.042
O -2.823 0.865 -4.210  -0.321
C -4.057 1.610 -6.934  -1.281
C -3.612 -0.842 -6.617  -1.881
C -1.783 3.338 -5.456  -1.791
H 0.514 2.795 -4.284  0.356
H 0.405 0.949 -4.436  0.459
H -0.567 1.864 -3.316  0.423
H 0.306 2.826 -6.782  0.381
H 0.513 1.063 -6.751  0.358
H -0.243 1.425 -8.736  0.398
H -1.410 2.651 -8.265  0.283
H -1.372 -0.445 -7.636  0.459
H -2.457 0.422 -8.754  0.401
H -5.021 1.257 -7.300  0.426
H -4.185 2.131 -5.985  0.113
H -3.950 2.367 -7.711  0.315
H -3.029 -1.761 -6.674  0.396
H -4.099 -0.902 -5.644  0.394
H -4.168 -1.007 -7.540  0.418
H -1.070 4.125 -5.703  0.403
H -2.188 3.454 -4.451  0.401
H -2.595 3.458 -6.173  0.375
H -3.591 1.417 -4.372  0.347



Q: Look up the total charge of the second one.
A: 0



Q: Look up the total charge of the first one.
A: -1



Q: The highest total charge belongs to which entry?
A: C45H95N6O10V